No. 1
2 unconnected molecules or ions with the total composition C5H11NO at a distorted geometry. Source: the Open Molecules 2025 dataset; level of theory: ωB97M-V with the def2-TZVPD basis set.

Last column: Löwdin charge in e.
Element x y z (Å)
C1 -0.275 -0.998 -2.596  -0.068
N1 -0.134 -0.367 -1.302  0.021
C2 0.068 -1.094 -0.178  -0.587
O1 -0.023 -2.329 -0.118  0.058
C3 0.572 -0.599 1.071  0.054
C4 0.506 2.226 0.638  -0.052
C5 -0.333 -0.683 2.185  -0.137
H1 0.662 -0.972 -3.162  0.087
H2 -1.062 -0.518 -3.184  0.082
H3 -0.543 -2.038 -2.422  0.083
H4 0.117 0.607 -1.272  0.106
H5 1.074 1.227 0.848  0.022
H6 -0.564 2.092 0.497  0.033
H7 0.964 2.652 -0.251  0.025
H8 0.688 2.863 1.497  0.026
H9 -0.232 0.197 2.792  0.078
H10 -1.394 -0.810 2.069  0.079
H11 -0.090 -1.456 2.886  0.090

Forces on atoms 1 to 6 (eV/Å):
C -0.08 -0.20 -0.17
N 0.08 0.25 0.26
C -0.05 -0.23 -0.68
O 0.10 0.40 0.13
C 0.56 -0.79 -0.49
C 1.00 -1.34 0.25

Output
Molecular weight = 101.15 g/mol
Energy relative to the best compared isomer or geometry (same formula, charge and spin) = 4.242 eV

---

No. 2
4 unconnected molecules or ions with the total composition C12H27FN2O11S. Source: the Open Molecules 2025 dataset; level of theory: ωB97M-V with the def2-TZVPD basis set.

Last column: Löwdin charge in e.
Element x y z (Å)
N1 1.328 -3.344 -2.167  0.009
C1 0.756 -2.536 -3.235  -0.295
C2 -0.211 -3.298 -4.141  -0.196
C3 -1.463 -3.864 -3.447  -0.216
N2 -1.855 -3.125 -2.215  -0.129
S1 -2.933 -1.898 -2.431  0.576
O1 -2.941 -1.066 -1.281  -0.249
O2 -4.153 -2.338 -3.022  -0.249
F1 -2.154 -1.134 -3.556  -0.128
H1 0.922 -3.144 -1.267  0.060
H2 1.292 -4.335 -2.352  0.059
H3 0.259 -1.670 -2.798  0.099
H4 1.561 -2.147 -3.866  0.105
H5 -0.506 -2.671 -4.985  0.104
H6 0.341 -4.142 -4.568  0.110
H7 -2.307 -3.898 -4.142  0.110
H8 -1.272 -4.888 -3.129  0.116
H9 -2.343 -3.749 -1.576  0.117
C4 5.542 -0.976 -0.413  -0.040
O3 4.912 -0.223 0.629  0.003
C5 3.581 -0.299 0.623  -0.627
O4 2.920 -0.927 -0.162  0.113
O5 3.109 0.435 1.628  0.007
C6 1.677 0.480 1.692  -0.029
H10 6.609 -0.824 -0.281  0.092
H11 5.296 -2.032 -0.325  0.097
H12 5.226 -0.613 -1.390  0.097
H13 1.272 -0.521 1.826  0.093
H14 1.272 0.921 0.782  0.098
H15 1.430 1.097 2.550  0.090
C7 -2.568 3.143 -1.499  -0.031
O6 -1.205 3.283 -1.084  0.003
C8 -0.704 4.505 -1.248  -0.628
O7 -1.289 5.454 -1.701  0.123
O8 0.562 4.495 -0.832  0.001
C9 1.231 5.754 -0.953  -0.038
H16 -2.837 2.107 -1.311  0.086
H17 -3.213 3.806 -0.926  0.098
H18 -2.669 3.365 -2.560  0.098
H19 0.727 6.513 -0.357  0.097
H20 1.262 6.072 -1.993  0.097
H21 2.236 5.588 -0.579  0.093
C10 -2.797 -0.052 3.227  -0.031
O9 -2.618 -0.370 4.612  0.006
C11 -1.565 0.216 5.177  -0.627
O10 -0.795 0.960 4.627  0.116
O11 -1.507 -0.160 6.453  0.005
C12 -0.412 0.403 7.183  -0.037
H22 -3.683 -0.595 2.914  0.094
H23 -2.945 1.018 3.097  0.098
H24 -1.934 -0.373 2.646  0.093
H25 -0.479 1.489 7.195  0.097
H26 0.536 0.102 6.741  0.097
H27 -0.499 0.009 8.190  0.093

Forces on atoms 1 to 6 (eV/Å):
N 0.13 0.07 -0.03
C -0.03 -0.10 -0.07
C -0.04 0.06 0.04
C 0.11 -0.05 -0.07
N -0.39 0.19 -0.20
S -0.07 -0.08 -0.09

Output
SMILES = NCCCNS(=O)(=O)F.COC(=O)OC.COC(=O)OC.COC(=O)OC
Molecular weight = 426.42 g/mol
Energy relative to the best compared isomer or geometry (same formula, charge and spin) = 0.000 eV

---

no.,lowest unoccupied orbital energy (Ha),total energy (hartree),gap between HOMO and LUMO (eV)
1,-0.0036,-326.9755,8.433
2,0.0131,-1908.6479,9.360